1.
53
Properties=species:S:1:pos:R:3:mulliken_charge:R:1 method="wB97M-V/def2-TZVPD" e_homo_ev=-8.57 smiles=Cc1ccc(C2(c3noc(CN(C)Cc4cccnc4)n3)CCCC2)cc1 charge=0 e_above_lowest_kj_mol=208.5
C -0.630 -4.551 -1.153 -1.539
C 0.224 -3.373 -0.802 1.338
C 0.436 -3.039 0.529 -0.897
C 1.175 -1.924 0.876 -0.518
C 1.738 -1.117 -0.103 -0.806
C 1.523 -1.445 -1.436 -0.467
C 0.781 -2.561 -1.779 -1.101
H 0.624 -2.794 -2.824 0.292
H 1.927 -0.813 -2.214 0.455
C 2.485 0.160 0.237 3.578
C 1.457 1.215 0.011 -0.813
N 1.454 2.081 -0.962 -0.633
O 0.284 2.776 -0.820 -0.113
C -0.339 2.259 0.246 0.997
N 0.338 1.300 0.793 -0.329
C -1.696 2.722 0.658 -1.492
N -2.692 2.670 -0.398 0.017
C -2.579 3.767 -1.338 -1.017
H -2.619 4.708 -0.790 0.341
H -3.427 3.729 -2.020 0.332
H -1.653 3.739 -1.927 0.361
C -2.731 1.386 -1.086 -1.080
C -2.985 0.239 -0.151 0.598
C -3.959 0.323 0.838 -0.386
C -4.179 -0.768 1.660 -0.640
C -3.423 -1.912 1.449 -0.459
N -2.501 -2.007 0.508 -0.268
C -2.283 -0.956 -0.261 -0.407
H -1.509 -1.080 -1.008 0.448
H -3.563 -2.796 2.058 0.378
H -4.923 -0.735 2.441 0.412
H -4.526 1.236 0.952 0.477
H -3.559 1.439 -1.803 0.618
H -1.811 1.191 -1.664 0.438
H -1.639 3.751 1.023 0.637
H -2.008 2.073 1.481 0.278
C 3.745 0.400 -0.625 -1.142
H 3.516 1.106 -1.421 0.491
H 4.074 -0.536 -1.074 0.391
C 4.819 0.958 0.323 -0.829
H 5.560 0.188 0.544 0.357
H 5.339 1.812 -0.109 0.330
C 4.068 1.327 1.601 -0.727
H 4.716 1.342 2.477 0.468
H 3.606 2.310 1.496 0.251
C 2.989 0.255 1.686 -1.315
H 2.188 0.510 2.378 0.458
H 3.434 -0.697 1.979 0.465
H 1.298 -1.678 1.919 0.437
H -0.001 -3.651 1.304 0.342
H -0.608 -4.750 -2.222 0.347
H -1.657 -4.347 -0.853 0.270
H -0.295 -5.441 -0.623 0.376


2.
90
Properties=species:S:1:pos:R:3:mulliken_charge:R:1 method="wB97M-V/def2-TZVPD" e_homo_ev=-11.51 charge=+1 e_above_lowest_kj_mol=141.4
Sr -2.018 1.415 -3.457 1.733
C 0.349 -0.876 -0.389 -1.103
C -0.493 0.388 -0.149 1.350
O -0.617 1.231 -1.262 -0.906
H 0.420 -1.588 0.433 0.186
H 1.390 -0.602 -0.562 0.449
H 0.005 -1.608 -1.120 -0.032
H -0.087 0.922 0.710 0.330
H -1.431 -0.037 0.211 -1.234
C -4.323 1.743 0.238 -1.049
C -4.289 0.264 -0.043 1.141
O -5.572 -0.296 0.126 -0.567
H -3.404 2.262 -0.035 0.054
H -4.397 1.902 1.314 0.396
H -5.135 2.193 -0.333 0.324
H -3.540 -0.222 0.583 -0.383
H -3.996 0.094 -1.079 -0.303
H -5.743 -0.227 1.069 0.410
C -2.858 -2.966 -1.608 -0.837
C -2.430 -2.513 -3.003 -0.712
O -2.698 -1.145 -3.248 -0.310
H -3.940 -2.886 -1.502 0.421
H -2.395 -2.365 -0.826 0.056
H -2.594 -4.017 -1.493 0.433
H -2.917 -3.130 -3.757 0.424
H -1.354 -2.637 -3.133 0.303
H -3.654 -1.124 -3.333 0.223
C 0.847 -1.187 4.151 -0.834
C -0.037 -1.192 5.396 -0.446
O 0.283 -0.146 6.244 -0.538
H 1.888 -1.453 4.338 0.475
H 0.979 -0.179 3.758 0.347
H 0.480 -1.804 3.330 0.160
H -0.172 -2.140 5.917 0.320
H -1.027 -0.907 5.042 0.181
H 1.177 -0.284 6.565 0.330
C 1.699 0.561 -5.608 -1.268
C 1.047 -0.039 -4.379 0.124
O -0.328 -0.098 -4.584 -0.378
H 1.437 0.104 -6.563 0.386
H 2.749 0.278 -5.678 0.393
H 1.694 1.650 -5.653 0.291
H 1.271 0.462 -3.437 0.156
H 1.366 -1.080 -4.319 0.168
H -0.502 -0.840 -5.168 0.201
C -2.689 4.782 1.288 -1.317
C -1.433 3.980 1.185 0.132
O -1.055 3.885 -0.172 -0.587
H -3.016 4.931 2.317 0.359
H -3.547 4.433 0.713 0.225
H -2.476 5.806 0.978 0.394
H -1.502 2.924 1.449 0.139
H -0.615 4.404 1.767 0.342
H -0.894 2.959 -0.365 0.375
C 3.862 -3.487 -0.571 -1.144
C 4.138 -2.474 -1.652 0.206
O 4.898 -1.449 -1.073 -0.511
H 3.119 -3.074 0.110 0.161
H 4.757 -3.761 -0.013 0.328
H 3.482 -4.446 -0.925 0.389
H 3.224 -2.182 -2.170 -0.064
H 4.784 -3.014 -2.344 0.360
H 4.668 -0.631 -1.520 0.283
C 3.468 4.044 -1.100 -1.533
C 2.190 3.332 -0.826 0.774
O 1.815 2.646 -2.038 -0.511
H 4.274 3.331 -1.272 0.310
H 3.810 4.746 -0.339 0.381
H 3.361 4.666 -1.989 0.398
H 1.378 4.013 -0.571 0.175
H 2.271 2.612 -0.012 -0.179
H 1.060 2.117 -1.770 0.183
C 3.833 -0.223 1.949 -0.751
C 3.958 1.292 1.882 0.014
O 5.042 1.612 2.684 -0.576
H 3.614 -0.477 2.986 0.424
H 4.754 -0.746 1.692 0.432
H 2.977 -0.597 1.386 -0.153
H 3.050 1.803 2.201 0.240
H 4.161 1.522 0.836 0.038
H 5.717 0.967 2.460 0.353
C -2.261 -2.306 2.376 -0.684
C -3.622 -2.928 2.064 -0.426
O -3.507 -4.378 1.925 -0.567
H -2.247 -1.225 2.515 0.350
H -1.568 -2.545 1.569 0.089
H -1.884 -2.783 3.281 0.364
H -4.138 -2.497 1.206 0.237
H -4.227 -2.793 2.960 0.356
H -4.110 -4.669 1.237 0.329


3.
87
Properties=species:S:1:pos:R:3:mulliken_charge:R:1 method="wB97M-V/def2-TZVPD" spin_multiplicity=3 e_homo_ev="-10.05 / -10.05" charge=+1 s_squared=2.003 e_above_lowest_kj_mol=0.0
Tm 0.035 -0.556 1.551 -0.570
C -0.445 -2.728 2.342 0.432
C 0.904 -2.773 1.848 0.788
C 0.856 -1.320 3.656 0.829
C -0.472 -1.838 3.467 0.955
C 1.701 -1.880 2.645 0.782
C -1.613 -3.518 1.860 -1.756
H -1.415 -3.973 0.886 0.327
H -2.500 -2.877 1.763 0.392
H -1.880 -4.320 2.564 0.394
C -1.626 -1.644 4.388 -1.532
H -2.401 -2.387 4.177 0.464
H -2.073 -0.644 4.311 0.223
H -1.291 -1.770 5.427 0.323
C 1.336 -0.539 4.826 -1.784
H 0.844 -0.912 5.736 0.329
H 1.132 0.540 4.755 0.240
H 2.415 -0.681 4.940 0.489
C 3.180 -1.731 2.613 -1.675
H 3.632 -2.313 3.428 0.408
H 3.477 -0.685 2.766 0.361
H 3.603 -2.084 1.671 0.335
C 1.422 -3.654 0.763 -1.497
H 1.828 -4.607 1.140 0.277
H 2.238 -3.160 0.218 0.310
H 0.635 -3.900 0.040 0.326
C -1.629 0.158 -5.024 0.040
C -1.554 -1.168 -5.150 -0.726
C -0.717 -1.888 -6.172 -0.809
C 0.665 -1.241 -6.484 -1.016
C 1.410 -0.706 -5.295 -0.151
C 1.373 0.566 -4.853 -0.519
C 0.459 1.640 -5.368 -0.445
C -0.917 1.146 -5.906 -1.199
H -1.275 -1.963 -7.123 0.349
H 0.540 -0.467 -7.253 0.314
H -0.542 -2.923 -5.841 0.332
H -0.777 0.741 -6.917 0.295
H -2.360 0.609 -4.336 0.479
H -2.272 -1.809 -4.617 0.839
H -1.561 2.036 -6.008 0.445
H 0.276 2.372 -4.564 0.267
H 2.141 0.903 -4.146 0.569
H 0.970 2.198 -6.174 0.454
H 1.293 -2.029 -6.935 0.419
H 2.106 -1.422 -4.841 0.401
P -0.849 -0.605 -1.145 1.192
P 2.042 0.745 -0.009 1.159
C 0.082 0.657 -2.144 -0.162
C 1.156 1.509 -1.445 -1.132
H -0.661 1.314 -2.623 0.612
H 0.522 0.078 -2.967 -0.666
H 1.929 1.801 -2.170 0.703
H 0.700 2.437 -1.072 0.350
C 2.774 2.158 0.885 -1.328
H 3.461 1.797 1.664 0.366
H 1.974 2.728 1.377 0.319
H 3.324 2.822 0.204 0.435
C 3.465 -0.144 -0.740 -1.339
H 3.981 0.484 -1.484 0.464
H 3.103 -1.061 -1.232 0.285
H 4.180 -0.431 0.047 0.386
C -2.608 -0.095 -1.238 -1.283
H -3.205 -0.828 -0.675 0.447
H -2.978 -0.045 -2.274 0.316
H -2.734 0.885 -0.753 0.325
C -0.731 -2.170 -2.083 -0.782
H 0.282 -2.584 -1.987 0.257
H -0.950 -2.043 -3.151 -0.333
H -1.444 -2.898 -1.670 0.501
C -2.071 3.864 6.158 -0.639
C -1.583 2.551 6.338 -1.039
C -1.223 1.777 5.240 -0.112
C -1.300 2.261 3.908 0.629
C -0.943 1.507 2.756 0.192
C -1.128 2.046 1.500 0.749
C -1.601 3.385 1.323 -1.132
C -1.929 4.144 2.429 -1.242
C -1.805 3.622 3.741 0.836
C -2.179 4.379 4.870 -0.676
H -2.357 4.462 7.014 0.390
H -1.494 2.140 7.345 0.423
H -0.869 0.758 5.381 0.267
H -0.926 1.471 0.575 -0.410
H -1.701 3.780 0.308 0.443
H -2.302 5.166 2.315 0.341
H -2.558 5.384 4.710 0.381


4.
15
Properties=species:S:1:pos:R:3:mulliken_charge:R:1 method="wB97M-V/def2-TZVPD" e_homo_ev=-9.16 smiles="O/N=C1/CCOCO1" charge=0 e_above_lowest_kj_mol=761.2
C -0.842 -0.476 -0.055 0.430
C -0.548 0.307 1.153 -0.416
C 1.037 0.548 1.247 -0.413
C 0.865 0.561 -1.139 -0.237
H -1.540 -1.295 -1.955 0.402
H -0.801 1.429 0.768 0.254
H -1.176 -0.328 2.058 0.314
H 1.871 -0.305 1.703 0.236
H 0.909 1.197 2.191 0.277
H 1.151 -0.572 -1.345 0.278
H 1.365 1.051 -2.004 0.330
N -1.453 -1.648 -0.123 -0.340
O -1.737 -2.083 -1.209 -0.320
O 1.504 1.148 0.022 -0.319
O -0.607 0.466 -1.310 -0.475


Q: What is the charge in the second record?
A: +1